Density functional theory data (ωB97M-V/def2-TZVPD) for a structure of composition C48H56AsBiBrN5O5PS in a non-equilibrium geometry.

```
119
Properties=species:S:1:pos:R:3:forces:R:3
Bi 0.553 -0.035 -0.025 0.0 0.0 -0.5
Br -0.806 -3.786 -2.751 0.0 0.0 0.0
As -0.833 3.048 0.409 -0.5 1.1 1.0
S -1.204 0.599 -4.134 0.0 -0.2 -0.2
P -0.315 -2.513 1.557 0.0 -0.3 0.5
O 0.859 1.554 1.456 -0.1 0.2 -0.1
O -1.873 1.595 0.532 0.3 -0.2 -0.1
O -1.499 0.413 1.261 -0.2 0.2 0.0
O 3.454 1.889 -2.712 -0.3 -0.2 0.2
O 1.928 1.388 -1.135 0.3 -0.4 -0.1
N -2.025 -1.611 -1.597 0.0 0.1 0.0
N 1.431 -0.995 -2.429 0.1 0.3 0.1
N 2.316 -1.254 0.729 0.0 0.0 0.3
N 2.455 -0.117 -2.798 0.1 0.1 0.2
N -0.904 2.264 -1.897 0.0 -0.5 -0.3
C 1.671 5.485 -1.882 0.0 0.1 0.0
C 2.836 5.576 -1.134 0.0 0.0 0.1
C 1.896 4.092 0.511 0.0 -0.1 0.0
C 1.057 -2.322 4.043 0.0 0.1 0.0
C 1.096 -2.117 2.665 0.0 0.1 -0.1
C -1.418 4.523 4.902 0.0 0.0 -0.1
C -3.563 -3.054 -2.725 -0.1 0.0 0.0
C 3.310 -3.539 -0.715 0.1 0.1 0.0
C 2.292 -1.639 2.066 0.0 -0.1 -0.1
C -4.340 -1.045 -1.680 0.0 0.0 0.0
C 0.064 -4.306 1.120 -0.1 0.1 -0.1
C -3.335 6.355 -0.335 -0.1 0.0 0.0
C -2.210 3.527 4.343 0.0 0.1 0.0
C -1.996 -3.707 3.666 0.1 0.1 0.0
C -2.269 5.539 0.014 0.1 -0.1 0.0
C 3.370 -1.831 4.239 0.0 0.0 -0.1
C 0.618 4.700 -1.440 0.0 -0.1 0.1
C 5.534 0.101 -0.616 0.1 0.0 0.0
C -2.310 4.171 -0.232 -0.1 -0.1 -0.1
C 2.632 1.134 -2.196 0.0 0.2 -0.1
C -4.606 -2.202 -2.395 0.0 -0.1 0.0
C 7.208 -0.794 -2.266 -0.1 0.0 0.0
C 5.971 -0.943 -1.419 0.0 0.0 0.0
C -1.000 3.709 2.257 0.0 -0.2 0.1
C -3.034 -0.785 -1.298 0.1 0.0 -0.1
C 0.808 1.330 2.858 0.0 0.0 -0.2
C -4.466 5.803 -0.922 0.0 0.0 0.0
C 2.943 4.884 0.064 0.0 0.1 0.0
C 5.224 -2.110 -1.419 0.0 0.0 0.0
C -3.444 3.625 -0.824 0.1 -0.1 0.0
C -4.518 4.437 -1.163 0.0 0.0 0.0
C -1.025 1.558 -2.824 0.0 0.4 0.3
C 2.086 -2.363 6.353 0.0 0.0 -0.1
C 0.929 -5.102 2.093 0.0 0.0 0.0
C 4.374 0.023 0.144 0.0 0.1 0.1
C -1.201 -5.074 0.723 0.0 0.1 0.0
C -0.426 5.117 4.135 0.0 0.0 0.0
C -1.786 -2.515 2.719 0.0 -0.1 -0.2
C -3.074 -2.261 1.922 0.1 0.0 0.0
C -2.300 -2.682 -2.297 0.1 0.2 0.1
C 4.041 1.185 1.044 -0.1 -0.1 -0.1
C 0.738 3.999 -0.247 0.1 -0.1 -0.1
C -0.220 4.714 2.820 -0.1 0.0 0.0
C 3.583 -1.136 0.074 0.0 -0.2 0.0
C 2.167 -2.162 4.859 0.0 0.0 0.1
C 4.044 -2.221 -0.690 0.0 -0.1 0.0
C -2.003 3.126 3.031 0.0 0.0 0.0
C 3.439 -1.583 2.881 0.0 0.0 0.0
H 4.194 2.121 0.504 0.0 0.0 0.0
H 0.124 -2.618 4.510 0.1 0.0 0.0
H 1.668 0.734 3.183 0.0 0.0 0.0
H -3.012 -1.291 1.434 0.0 0.0 -0.1
H 2.366 -3.455 -0.189 0.0 0.0 0.0
H -5.398 4.001 -1.622 0.0 0.0 0.0
H -5.618 -2.449 -2.693 0.0 0.0 0.0
H 0.850 2.290 3.383 0.0 0.0 0.0
H -2.634 -4.458 3.198 0.0 0.0 0.0
H 0.401 -5.324 3.024 0.0 0.0 0.0
H -1.863 -4.462 0.105 0.0 -0.1 0.0
H 1.846 -4.570 2.347 0.0 0.0 0.0
H -1.072 -4.195 3.970 -0.1 0.0 0.0
H 2.803 -3.117 6.692 0.0 0.0 0.0
H 2.306 -1.437 6.891 0.0 0.0 0.0
H -0.110 0.818 3.158 0.0 0.0 0.0
H -3.233 -3.032 1.162 0.0 0.0 0.1
H 6.109 1.022 -0.587 0.0 0.0 0.0
H -1.758 -5.408 1.598 0.0 0.0 0.0
H 0.196 5.897 4.561 0.0 0.0 0.0
H -2.614 2.343 2.601 0.1 0.0 0.0
H 3.852 4.948 0.650 0.0 0.0 0.0
H 4.697 1.177 1.921 0.0 0.0 0.0
H -2.511 -3.369 4.570 0.0 0.0 0.0
H 7.000 -0.149 -3.124 0.0 0.0 0.0
H -5.130 -0.354 -1.418 0.0 0.0 0.0
H -3.939 -2.267 2.595 0.1 0.0 0.0
H 3.120 -3.873 -1.741 0.0 0.0 0.0
H -2.987 3.056 4.934 0.0 0.0 0.0
H 4.273 -1.748 4.838 0.0 0.0 0.0
H -1.594 -1.615 3.310 0.0 0.0 0.0
H 1.989 3.520 1.422 0.0 0.0 0.0
H 0.625 -0.924 -3.048 -0.1 0.0 -0.1
H -3.286 7.420 -0.144 0.0 0.0 0.0
H 2.829 -0.182 -3.726 0.0 0.0 -0.2
H -3.476 2.563 -1.024 0.0 0.0 0.0
H 5.561 -2.965 -2.003 0.0 0.1 0.0
H -3.716 -3.958 -3.296 0.0 0.0 0.0
H 3.664 6.178 -1.486 0.0 0.0 0.0
H 8.019 -0.334 -1.698 0.0 0.0 0.0
H -2.770 0.103 -0.734 0.0 -0.1 0.0
H 7.552 -1.759 -2.640 0.0 0.0 0.0
H 1.206 -6.058 1.633 0.0 0.0 0.0
H 3.007 1.158 1.379 0.1 0.0 0.0
H -0.284 4.611 -2.027 0.0 0.0 -0.1
H 1.789 -1.939 -2.406 0.0 -0.1 0.1
H 0.551 5.198 2.238 0.1 0.0 0.0
H 3.906 -4.316 -0.228 0.0 0.0 0.0
H -1.580 4.843 5.925 0.0 0.0 0.0
H -0.931 -5.959 0.141 0.0 0.0 0.0
H -1.394 5.968 0.485 0.0 0.1 0.0
H -5.307 6.435 -1.185 0.0 0.0 0.0
H 1.088 -2.692 6.649 0.0 0.0 0.0
H 0.641 -4.188 0.202 0.0 0.0 -0.1
H 1.582 6.019 -2.820 0.0 0.0 0.0
H 4.384 -1.308 2.428 0.0 0.0 0.1
```
Forces are in eV/Å.

Computed properties:
net charge	-1
molar mass	1209.85	Da
maximum force	0.0301	hartree/bohr
Kohn-Sham gap	0.2631	Eh
energy relative to the best compared isomer or geometry (same formula, charge and spin)	5.81	kcal/mol

---

Density functional theory data (ωB97M-V/def2-TZVPD) for a structure of composition C48H56BClEuN3O2P2 in a non-equilibrium geometry.

```
114
Properties=species:S:1:pos:R:3:forces:R:3
Eu -8.757 -7.087 18.662 0.3 0.4 1.7
Cl -11.233 -7.411 21.202 -1.3 -0.4 -0.5
P -6.033 -13.141 20.621 -2.0 -0.7 1.8
P -6.138 -13.056 15.523 1.2 0.4 -0.4
O -6.068 -2.853 12.751 0.7 -0.1 0.4
O -5.664 -14.859 17.991 0.2 -1.4 1.0
N -11.923 -6.516 15.364 -1.3 0.8 -1.1
N -7.628 -5.113 17.585 0.9 -2.4 0.8
N -10.677 -6.579 17.314 0.0 -0.9 -0.8
C -5.807 -16.969 16.773 -0.7 -2.0 0.4
C -6.482 -17.505 15.654 0.5 1.7 -0.4
C -4.630 -10.401 12.759 -1.4 1.2 0.4
C -12.130 -7.123 14.050 -1.4 -0.4 -0.6
C -5.757 -14.891 20.455 0.2 -0.8 -1.6
C -5.565 -14.797 15.621 -0.7 -1.8 1.5
C -5.258 -17.617 20.409 -1.0 -1.0 0.8
C -3.723 -12.084 19.706 -3.3 -2.6 2.0
C -5.563 -15.609 16.823 -1.0 2.8 -1.6
C -13.599 -6.914 13.614 -0.4 -0.4 -0.3
C -3.367 -10.788 17.721 -2.8 0.1 -1.1
C -2.955 -12.001 12.998 1.9 -0.3 -0.7
C -5.417 -11.055 13.745 1.4 -0.7 -0.7
C -9.834 -13.766 12.063 0.0 -0.6 -2.8
C -3.630 -12.626 14.012 -0.8 -0.4 0.7
C -10.607 -11.539 12.404 -0.7 -0.6 -2.6
C -4.988 -2.911 13.689 0.3 -0.3 -0.1
C -3.361 -10.834 12.369 -1.6 0.3 0.8
C -5.106 -12.348 19.399 2.2 2.4 -1.6
C -3.996 -18.383 17.747 -0.4 0.0 -1.1
C -12.960 -5.480 15.829 -0.5 -2.3 0.6
C -8.463 -13.570 18.918 -0.2 -0.4 0.3
C -5.769 -15.587 19.182 1.5 -0.9 2.0
C -5.652 -15.579 21.687 -0.6 -0.5 -1.8
C -10.282 -13.777 10.690 0.4 0.3 2.7
C -7.773 -12.969 20.001 0.6 0.6 -1.4
C -5.984 -15.483 14.463 0.3 1.2 0.4
C -8.244 -11.725 20.379 0.4 0.1 1.4
C -9.566 -7.426 15.375 -0.1 0.2 0.3
C -9.242 -11.033 19.738 -1.5 1.1 -0.2
C -5.577 -11.659 18.300 -0.7 0.5 -1.6
C -5.444 -17.871 17.985 0.0 1.2 -0.9
C -6.621 -16.684 14.505 -0.3 -2.1 0.0
C -9.728 -11.518 18.504 0.9 -0.9 0.4
C -7.751 -4.067 17.140 -1.5 1.6 -0.7
C -13.093 -4.276 14.956 0.6 0.4 -0.7
C -5.537 -17.011 19.241 0.3 2.5 -2.5
C -9.505 -7.272 21.542 2.0 0.4 -0.5
C -4.743 -10.894 17.414 -0.2 -1.3 1.1
C -2.941 -11.400 18.885 3.0 1.3 -0.4
C -6.380 -19.086 18.109 -0.4 -0.2 0.9
C -9.864 -12.640 12.849 -0.6 0.3 0.3
C -11.242 -11.627 11.090 -1.3 2.6 1.9
C -11.062 -12.736 10.273 0.2 0.8 -0.4
C -9.413 -12.866 18.189 -0.8 0.4 0.2
C -4.936 -12.221 14.364 -0.2 -0.2 0.3
C -5.568 -16.970 21.604 0.8 0.2 1.2
C -10.817 -6.810 16.020 1.1 0.5 2.3
B -8.550 -2.704 16.843 1.4 0.7 0.2
H -13.961 -5.984 15.892 1.0 0.2 0.1
H -10.202 -10.941 17.714 -0.8 0.1 0.7
H -8.178 -2.111 15.804 -0.2 -0.4 0.9
H -6.624 -19.615 17.183 0.6 0.1 0.2
H -12.711 -5.232 16.855 0.2 0.3 -0.1
H -13.864 -5.859 13.694 0.0 -0.9 -0.6
H -9.144 -8.219 21.995 -0.5 0.5 -0.1
H -5.674 -15.014 22.640 -0.2 -0.6 -0.7
H -11.419 -12.801 9.257 -0.4 0.4 -0.1
H -10.018 -14.540 9.985 -0.1 -0.6 0.2
H -5.921 -19.795 18.832 -0.4 0.2 -0.6
H -9.340 -12.690 13.813 -0.4 0.3 -0.3
H -9.445 -6.469 22.303 0.2 -0.5 -0.4
H -3.431 -12.519 20.684 0.5 0.5 -0.8
H -5.740 -17.481 22.531 0.7 -0.6 0.3
H -6.377 -10.715 14.082 -0.4 0.5 -0.4
H -4.626 -1.975 14.049 -0.8 1.4 0.6
H -2.741 -10.202 11.733 -0.2 -0.6 -0.1
H -5.948 -14.886 13.581 -0.3 0.1 -0.8
H -3.688 -19.031 18.563 0.1 -0.2 -0.1
H -1.908 -11.282 19.222 -0.1 0.1 -0.4
H -10.069 -13.405 17.463 1.1 0.6 0.2
H -13.751 -4.394 14.067 0.5 0.6 1.0
H -5.272 -10.605 16.480 1.0 0.4 0.8
H -9.690 -3.097 16.794 -0.2 0.0 0.0
H -6.645 -11.713 17.984 0.9 -0.1 0.5
H -3.219 -17.619 17.581 -0.6 0.1 0.3
H -13.806 -7.252 12.590 0.5 0.1 0.1
H -2.770 -10.204 17.052 0.7 0.0 0.0
H -12.103 -3.994 14.644 0.5 0.1 -0.6
H -8.774 -6.685 15.147 -0.7 -0.1 0.0
H -11.492 -6.691 13.271 0.1 -0.1 0.2
H -9.700 -10.208 20.370 0.6 -0.4 -1.6
H -9.427 -14.689 12.402 0.7 -0.4 0.5
H -7.226 -17.022 13.644 0.6 0.1 0.5
H -8.353 -14.611 18.621 0.5 0.1 0.2
H -14.353 -7.448 14.208 0.5 -0.1 0.2
H -9.141 -8.099 16.127 0.0 -0.1 -0.2
H -7.363 -18.801 18.530 0.5 0.1 -0.1
H -11.545 -6.487 17.816 -0.4 0.6 -0.1
H -10.719 -10.629 12.975 0.0 0.0 0.1
H -6.004 -2.030 12.270 0.0 0.2 -0.1
H -12.007 -10.730 10.790 2.2 -2.3 0.6
H -5.094 -9.484 12.325 0.7 -0.7 0.3
H -11.951 -8.217 14.125 0.1 0.7 -0.1
H -7.786 -11.239 21.261 -0.3 -0.3 -0.4
H -4.922 -18.651 20.183 -0.5 0.5 1.6
H -6.950 -18.486 15.680 0.3 0.2 0.0
H -4.004 -3.209 13.294 -0.6 -1.2 -0.5
H -2.019 -12.466 12.681 0.0 0.3 0.3
H -9.765 -8.041 14.511 0.0 0.0 -0.3
H -4.058 -18.932 16.784 0.3 -0.1 0.7
H -5.328 -3.500 14.546 0.3 0.0 -0.3
H -13.367 -3.438 15.560 -0.7 0.5 0.4
H -8.260 -2.130 17.940 -0.5 0.0 -1.0
H -3.096 -13.385 14.587 -0.5 -0.2 -0.4
```
Forces are in eV/Å.

Computed properties:
molar mass	967.17	Da
maximum force	0.0910	hartree/bohr
Kohn-Sham gap (alpha / beta)	0.2317 / 0.1984	Eh
energy relative to the best compared isomer or geometry (same formula, charge and spin)	0.00	kcal/mol
spin multiplicity	7

---

no.,E (eV)
1,-225217.3629
2,-110344.2425